1.
{"formula": "C16H20N4O2", "method": "wB97M-V/def2-TZVPD", "e_above_lowest_kj_mol": 1571.28, "orbital_gap_ev": 8.67, "e_homo_ha": -0.3118, "symbols": ["C", "H", "H", "H", "C", "N", "C", "C", "C", "N", "C", "H", "H", "H", "C", "N", "N", "C", "O", "C", "C", "C", "C", "C", "C", "H", "H", "H", "O", "C", "H", "H", "H", "H", "H", "H", "C", "H", "H", "H", "H", "H"], "xyz": [[-1.49, -3.26, 0.91], [-0.44, -2.78, 0.99], [-1.52, -3.33, -0.27], [-1.47, -4.26, 1.29], [-2.67, -2.60, 1.22], [-2.85, -1.24, 0.76], [-2.16, -0.16, 1.10], [-2.52, 0.93, -0.13], [-3.55, 0.25, -0.86], [-3.60, -1.05, -0.33], [-4.34, 0.96, -1.88], [-4.97, 1.72, -1.69], [-3.60, 0.89, -2.82], [-4.93, 0.07, -2.23], [-2.06, 2.25, -0.36], [-0.92, 2.66, -0.18], [0.20, 1.64, -0.14], [1.45, 2.11, -0.02], [1.98, 3.41, -0.12], [2.35, 1.01, 0.13], [2.07, -0.23, -0.76], [2.85, -1.21, -0.36], [4.07, -1.09, 0.38], [4.28, 0.03, 1.15], [3.50, 1.24, 0.58], [3.78, 2.03, 1.32], [5.22, -0.13, 1.62], [4.76, -1.90, 0.40], [2.72, -2.55, -1.02], [1.77, -2.72, -1.96], [1.83, -3.58, -2.46], [1.77, -2.00, -2.99], [0.80, -2.52, -1.51], [1.25, -0.41, -1.36], [-0.11, 0.75, -0.15], [-2.76, 3.22, -0.38], [-1.11, 0.12, 1.91], [-0.85, 1.17, 2.47], [-1.63, -0.18, 3.02], [-0.34, -0.36, 2.04], [-2.49, -2.33, 2.61], [-3.78, -2.86, 1.44]]}

***

2.
{"formula": "C17H41I2N3O2SSi4Ti", "method": "wB97M-V/def2-TZVPD", "e_above_lowest_kj_mol": 94.54, "total_charge": 1, "multiplicity": 2, "orbital_gap_ev": [6.76, 6.48], "e_homo_ha": [-0.3920, -0.3918], "symbols": ["Ti", "I", "C", "I", "H", "H", "C", "Si", "C", "C", "Si", "Si", "C", "C", "C", "Si", "C", "C", "C", "H", "H", "H", "H", "H", "H", "H", "H", "H", "H", "H", "H", "H", "H", "H", "H", "H", "H", "H", "H", "H", "H", "H", "H", "H", "H", "H", "C", "N", "C", "S", "N", "C", "H", "H", "H", "H", "H", "H", "H", "H", "O", "C", "C", "C", "C", "O", "N", "H", "H", "H", "H"], "xyz": [[0.22, 0.84, -0.02], [-1.55, 2.42, -1.19], [-2.81, 1.33, 2.22], [-0.73, 1.18, 2.60], [-3.38, 1.00, 3.07], [-3.06, 2.35, 1.91], [-4.23, -0.50, -0.39], [-3.04, -1.30, -1.65], [-2.99, -0.38, -3.33], [-3.57, -3.11, -1.96], [-0.85, -1.47, -0.58], [-0.82, -2.79, 1.47], [-1.06, -4.58, 0.84], [-2.24, -2.37, 2.67], [0.86, -2.70, 2.38], [0.78, -2.18, -2.25], [0.83, -0.96, -3.73], [2.51, -2.43, -1.47], [0.25, -3.88, -2.92], [-5.19, -0.28, -0.85], [-3.84, 0.43, 0.02], [-4.42, -1.17, 0.44], [-3.86, 0.26, -3.44], [-3.00, -1.09, -4.16], [-2.12, 0.25, -3.44], [-4.55, -3.14, -2.42], [-3.63, -3.67, -1.04], [-2.88, -3.62, -2.62], [-2.00, -4.70, 0.32], [-1.06, -5.28, 1.67], [-0.26, -4.89, 0.16], [-3.21, -2.51, 2.21], [-2.19, -1.34, 3.03], [-2.20, -3.02, 3.54], [1.70, -2.87, 1.70], [0.91, -3.48, 3.15], [1.02, -1.75, 2.88], [0.78, 0.08, -3.41], [0.01, -1.13, -4.41], [1.75, -1.07, -4.30], [2.63, -1.89, -0.53], [3.30, -2.10, -2.14], [2.69, -3.48, -1.25], [-0.66, -3.83, -3.50], [0.09, -4.60, -2.13], [1.02, -4.30, -3.57], [-0.34, 6.65, 0.56], [0.24, 5.35, 0.32], [1.22, 4.80, 1.04], [1.72, 3.22, 0.70], [1.81, 5.48, 2.02], [2.83, 4.95, 2.88], [-1.12, 6.82, -0.19], [0.40, 7.45, 0.45], [-0.79, 6.71, 1.55], [-0.22, 4.77, -0.37], [1.56, 6.45, 2.14], [2.69, 3.88, 2.97], [2.75, 5.41, 3.86], [3.83, 5.14, 2.47], [2.54, 0.20, 2.95], [2.83, 0.28, 1.78], [4.19, 0.60, 1.17], [3.90, 0.86, -0.31], [2.43, 0.55, -0.39], [1.63, 0.73, -1.34], [1.91, 0.12, 0.75], [4.86, -0.24, 1.32], [4.62, 1.47, 1.68], [4.44, 0.21, -1.00], [4.08, 1.89, -0.63]]}

***

3.
{"formula": "C7H14LaOPS", "method": "wB97M-V/def2-TZVPD", "e_above_lowest_kj_mol": 99.01, "orbital_gap_ev": [4.16, 3.96], "e_homo_ha": [-0.1577, -0.1497], "symbols": ["C", "C", "C", "C", "C", "La", "P", "H", "H", "H", "H", "H", "H", "H", "H", "C", "S", "C", "O", "H", "H", "H", "H", "H", "H"], "xyz": [[0.64, 2.30, 0.40], [1.82, 2.29, -0.47], [1.40, 2.10, -1.82], [-0.03, 2.18, -1.85], [-0.54, 2.24, -0.49], [-1.07, 0.28, 1.33], [-1.49, 1.43, 3.87], [0.56, 2.70, 1.42], [2.87, 2.22, -0.11], [2.07, 1.78, -2.64], [-1.55, 2.48, -0.13], [-0.67, 2.03, -2.75], [-2.59, 2.34, 4.03], [-0.50, 2.06, 4.69], [-1.92, 0.36, 4.75], [0.30, -3.86, 0.01], [0.70, -2.22, -0.63], [0.01, -2.19, -2.30], [-0.36, -1.37, 0.16], [0.99, -4.60, -0.41], [-0.73, -4.12, -0.25], [0.42, -3.82, 1.10], [-0.84, -2.89, -2.35], [-0.31, -1.18, -2.56], [0.82, -2.53, -2.98]]}

***

4.
{"formula": "C21H30N2SiZr", "method": "wB97M-V/def2-TZVPD", "total_charge": 2, "orbital_gap_ev": 5.29, "e_homo_ha": -0.4819, "symbols": ["C", "C", "C", "H", "C", "C", "H", "H", "H", "H", "Zr", "C", "H", "H", "H", "Si", "C", "C", "H", "C", "H", "C", "H", "C", "H", "C", "H", "C", "C", "H", "C", "H", "C", "H", "C", "H", "C", "H", "H", "H", "N", "C", "C", "C", "N", "H", "H", "H", "H", "H", "H", "H", "H", "H", "H"], "xyz": [[0.25, 1.73, 1.92], [-0.89, 1.65, 1.05], [-2.05, 1.41, 1.86], [-0.88, 1.87, -0.01], [-1.64, 1.42, 3.23], [-0.22, 1.63, 3.27], [0.36, 1.83, 4.18], [1.26, 1.98, 1.60], [-3.09, 1.37, 1.51], [-2.31, 1.42, 4.10], [-0.62, -0.48, 2.11], [-0.56, -1.52, 0.31], [-1.01, -2.53, 0.41], [0.46, -1.65, -0.08], [-1.13, -1.01, -0.47], [0.85, 1.18, -2.38], [2.11, 0.06, -3.14], [3.32, 0.69, -3.48], [3.37, 1.79, -3.47], [4.47, -0.06, -3.76], [5.42, 0.43, -3.97], [4.38, -1.47, -3.75], [5.28, -2.06, -3.92], [3.16, -2.10, -3.51], [3.10, -3.19, -3.55], [2.02, -1.34, -3.20], [1.07, -1.83, -2.97], [-0.72, 1.52, -3.30], [-0.70, 2.04, -4.61], [0.22, 2.00, -5.20], [-1.86, 2.62, -5.15], [-1.87, 2.98, -6.18], [-3.01, 2.75, -4.35], [-3.87, 3.31, -4.72], [-3.06, 2.14, -3.09], [-3.97, 2.21, -2.49], [-1.95, 1.44, -2.61], [-2.01, 0.85, -1.69], [0.57, 0.53, -1.09], [1.42, 2.44, -2.15], [-2.15, -1.61, 3.38], [-1.62, -2.30, 4.65], [-0.28, -1.72, 5.07], [0.89, -2.22, 4.22], [1.25, -1.17, 3.19], [-2.62, -2.31, 2.79], [-2.93, -0.99, 3.62], [-2.38, -2.19, 5.44], [-1.57, -3.38, 4.43], [-0.33, -0.62, 5.09], [-0.09, -2.03, 6.10], [1.79, -2.43, 4.83], [0.67, -3.16, 3.68], [1.72, -0.38, 3.66], [1.99, -1.52, 2.56]]}